{"formula": "C5H8N2S", "method": "ωB97M-V with the def2-TZVPD basis set", "elements": ["N", "C", "C", "S", "C", "C", "N", "C", "H", "H", "H", "H", "H", "H", "H", "H"], "xyz": [[-1.746, 1.454, 0.710], [-0.528, 0.698, 0.447], [-0.612, -0.889, 0.501], [-1.474, -0.864, -1.182], [-0.202, 0.508, -1.080], [1.115, -0.351, -0.998], [1.860, -0.276, 0.284], [0.817, -1.278, 0.077], [-2.076, 1.292, 1.667], [-1.539, 2.450, 0.665], [0.294, 1.095, 1.025], [-1.079, -1.453, 1.349], [-0.361, 1.387, -1.728], [1.615, -0.737, -1.947], [2.799, -0.708, 0.260], [1.118, -2.328, -0.050]], "total_charge": 0, "homo_lumo_gap_ev": 9.38, "lumo_ha": 0.0353, "e_above_lowest_kcal_mol": 67.9, "total_energy_ev": -19127.47574}


{"formula": "C5H8N3O", "method": "ωB97M-V with the def2-TZVPD basis set", "elements": ["C", "C", "C", "C", "C", "N", "N", "N", "O", "H", "H", "H", "H", "H", "H", "H", "H"], "xyz": [[1.093, -2.067, 0.444], [0.713, -0.728, 0.587], [0.166, 1.780, 0.394], [-1.217, 0.547, -2.264], [0.408, 0.483, -0.261], [0.625, -2.803, 1.410], [-0.291, -0.940, 1.641], [-0.274, -2.173, 2.084], [-0.900, 0.231, -1.080], [1.889, -2.558, -0.118], [1.019, 2.020, 1.097], [0.107, 2.605, -0.420], [-0.765, 1.798, 0.969], [-0.573, 1.186, -2.788], [-2.181, 0.330, -2.621], [-1.008, -0.318, 1.857], [1.189, 0.607, -0.931]], "total_charge": 1, "homo_lumo_gap_ev": 7.45, "lumo_ha": -0.2384, "e_above_lowest_kcal_mol": 109.4, "total_energy_ev": -11821.21849}


{"formula": "C5H8N3O2", "method": "ωB97M-V with the def2-TZVPD basis set", "elements": ["C", "C", "C", "C", "C", "N", "N", "N", "O", "O", "H", "H", "H", "H", "H", "H", "H", "H"], "xyz": [[0.827, 1.421, -0.989], [0.348, 0.389, -1.729], [-0.311, 0.030, 0.421], [0.705, 1.971, 1.314], [-1.032, -1.690, -1.177], [0.428, 1.172, 0.363], [-0.346, -0.465, -0.905], [-0.925, -0.465, 1.466], [-1.683, -1.531, 1.557], [1.299, -1.177, 1.569], [1.587, 2.155, -1.290], [0.251, 0.411, -2.863], [0.275, 1.722, 2.294], [1.199, -0.816, 2.509], [1.240, 2.861, 1.207], [-1.832, -1.471, -1.875], [-0.477, -2.533, -1.664], [-1.553, -1.985, -0.206]], "total_charge": -1, "homo_lumo_gap_ev": [5.78, 6.09], "lumo_ha": [0.1361, 0.1357], "e_above_lowest_kcal_mol": 113.8, "total_energy_ev": -13873.95848}


{"formula": "C5H8N3O3P", "method": "ωB97M-V with the def2-TZVPD basis set", "elements": ["C", "C", "C", "C", "C", "N", "N", "N", "O", "O", "O", "P", "H", "H", "H", "H", "H", "H", "H", "H"], "xyz": [[-0.341, 3.336, -0.145], [0.691, 1.579, 0.208], [-1.301, -0.968, 0.089], [0.140, -0.911, -0.403], [1.020, -0.009, 0.431], [-0.566, 2.020, -0.020], [0.923, 3.698, -0.004], [1.595, 2.538, 0.227], [3.017, -0.427, -1.461], [3.608, 0.822, 0.713], [3.175, -1.678, 0.778], [2.799, -0.438, 0.023], [-1.131, 4.052, -0.350], [-1.340, -1.360, 1.108], [-1.705, 0.042, 0.089], [-1.917, -1.610, -0.548], [0.169, -0.564, -1.438], [0.591, -1.911, -0.381], [0.867, -0.207, 1.498], [3.077, 1.602, 0.450]], "total_charge": -2, "homo_lumo_gap_ev": 7.77, "lumo_ha": 0.2350, "e_above_lowest_kcal_mol": 0.0, "total_energy_ev": -25219.41933}


{"formula": "C5H8N3OS", "method": "ωB97M-V with the def2-TZVPD basis set", "elements": ["C", "C", "C", "C", "C", "N", "N", "N", "O", "S", "H", "H", "H", "H", "H", "H", "H", "H"], "xyz": [[-1.328, 0.298, 2.140], [-0.042, -0.189, 2.169], [-1.646, 0.869, 0.814], [1.098, -0.114, -1.329], [0.180, -0.074, -0.160], [-0.877, 0.805, -0.256], [0.788, 0.692, -2.373], [0.702, -0.298, 1.091], [2.340, -0.563, -1.179], [-0.190, -1.951, -1.190], [-1.962, 0.625, 3.033], [0.445, -0.508, 3.008], [-2.393, 1.670, 0.656], [0.200, 1.521, -2.298], [1.213, 0.579, -3.308], [2.887, -0.260, -1.994], [1.634, -0.532, 1.319], [-1.042, -1.517, -2.211]], "total_charge": 1, "homo_lumo_gap_ev": 8.89, "lumo_ha": -0.1402, "e_above_lowest_kcal_mol": 27.0, "total_energy_ev": -22659.56920}


{"formula": "C5H8N4", "method": "ωB97M-V with the def2-TZVPD basis set", "elements": ["C", "C", "C", "C", "C", "N", "N", "N", "N", "H", "H", "H", "H", "H", "H", "H", "H"], "xyz": [[-1.158, 1.560, 0.025], [-0.485, 0.338, -0.071], [-1.424, -0.662, -0.018], [1.388, -0.005, -0.140], [2.319, 1.152, -0.064], [-2.488, 1.323, 0.003], [1.644, -1.213, -0.052], [-2.629, -0.026, -0.029], [-1.265, -2.051, -0.063], [-0.690, 2.591, 0.079], [3.177, 0.754, -0.402], [2.537, 1.315, 0.970], [1.833, 1.946, -0.569], [2.549, -1.596, -0.033], [-3.496, -0.436, -0.230], [-0.260, -2.290, -0.063], [-1.551, -2.700, 0.658]], "total_charge": 0, "homo_lumo_gap_ev": 9.01, "lumo_ha": 0.0343, "e_above_lowest_kcal_mol": 49.2, "total_energy_ev": -11272.41821}


{"formula": "C5H8N4", "method": "ωB97M-V with the def2-TZVPD basis set", "elements": ["C", "N", "C", "C", "C", "N", "C", "N", "N", "H", "H", "H", "H", "H", "H", "H", "H"], "xyz": [[-2.434, 1.172, -0.346], [-1.007, 0.953, -0.184], [-0.548, -0.226, 0.133], [-1.241, -1.473, 0.288], [0.957, -0.113, 0.147], [1.923, -1.008, 0.438], [3.020, -0.345, 0.375], [2.763, 0.910, -0.034], [1.427, 1.039, -0.197], [-2.348, 2.298, -0.330], [-2.623, 0.798, -1.391], [-3.104, 0.471, 0.260], [-0.715, -2.108, -0.402], [-1.171, -1.858, 1.251], [-2.237, -1.344, -0.061], [4.042, -0.721, 0.635], [3.296, 1.556, -0.582]], "total_charge": 0, "homo_lumo_gap_ev": 10.00, "lumo_ha": 0.0367, "e_above_lowest_kcal_mol": 33.8, "total_energy_ev": -11273.08666}


{"formula": "C5H8N4O", "method": "ωB97M-V with the def2-TZVPD basis set", "elements": ["C", "C", "C", "C", "C", "O", "N", "N", "N", "N", "H", "H", "H", "H", "H", "H", "H", "H"], "xyz": [[-3.303, -0.582, -0.446], [-1.859, -0.231, -0.229], [-0.762, -1.104, -0.120], [0.334, -0.305, -0.034], [1.709, -0.767, 0.253], [1.998, -1.939, 0.471], [2.723, 0.159, 0.388], [2.550, 1.541, 0.336], [-0.122, 0.977, -0.074], [-1.409, 1.007, -0.238], [-3.984, -0.124, 0.287], [-3.597, -0.258, -1.434], [-3.459, -1.669, -0.440], [-0.797, -2.190, -0.181], [3.586, -0.210, 0.777], [2.843, 1.974, 1.218], [3.105, 1.917, -0.440], [0.444, 1.803, -0.096]], "total_charge": 0, "homo_lumo_gap_ev": 9.88, "lumo_ha": 0.0226, "e_above_lowest_kcal_mol": 37.2, "total_energy_ev": -13321.86834}


{"formula": "C5H8N4O2", "method": "ωB97M-V with the def2-TZVPD basis set", "elements": ["C", "C", "N", "C", "N", "C", "C", "N", "N", "O", "O", "H", "H", "H", "H", "H", "H", "H", "H"], "xyz": [[-1.068, -0.397, -2.117], [-1.427, -1.328, -0.977], [-0.171, -1.480, -0.288], [0.459, -0.582, 0.510], [1.744, -0.936, 1.023], [2.268, 0.262, 1.566], [1.390, 1.234, 1.436], [0.255, 0.757, 0.727], [-0.912, 1.522, 0.880], [-0.681, 2.688, 1.037], [-1.956, 0.947, 0.970], [-0.894, 0.625, -1.863], [-0.259, -0.677, -2.771], [-1.884, -0.308, -2.760], [-1.654, -2.245, -1.348], [-2.226, -0.997, -0.451], [2.278, -1.597, 0.444], [3.154, 0.314, 2.085], [1.582, 2.197, 1.898]], "total_charge": 0, "homo_lumo_gap_ev": [8.03, 8.03], "lumo_ha": [-0.0020, -0.0020], "e_above_lowest_kcal_mol": 152.9, "total_energy_ev": -15364.59038}


{"formula": "C5H8N4O2", "method": "ωB97M-V with the def2-TZVPD basis set", "elements": ["N", "C", "N", "C", "N", "N", "C", "C", "C", "O", "O", "H", "H", "H", "H", "H", "H", "H", "H"], "xyz": [[4.542, -0.112, -0.292], [3.411, -0.464, -0.306], [2.057, -0.632, -0.188], [1.321, 0.503, 0.072], [2.020, 1.653, 0.246], [-0.002, 0.413, 0.110], [-0.612, -0.873, 0.122], [-2.119, -0.917, 0.311], [-3.001, 0.223, -0.146], [-4.174, 0.025, -0.373], [-2.424, 1.441, -0.336], [1.653, -1.278, -0.776], [1.446, 2.480, 0.245], [3.013, 1.813, 0.127], [-0.187, -1.470, 0.930], [-0.483, -1.476, -0.833], [-2.397, -0.910, 1.361], [-2.613, -1.811, -0.134], [-1.452, 1.391, -0.140]], "total_charge": 0, "homo_lumo_gap_ev": 9.94, "lumo_ha": 0.0046, "e_above_lowest_kcal_mol": 37.4, "total_energy_ev": -15369.59824}


{"formula": "C5H8NO", "method": "ωB97M-V with the def2-TZVPD basis set", "elements": ["C", "C", "C", "C", "C", "N", "O", "H", "H", "H", "H", "H", "H", "H", "H"], "xyz": [[-2.595, 0.830, -0.037], [-1.434, 0.846, 0.339], [-4.053, 0.700, -0.051], [1.713, -1.157, 0.033], [2.576, 0.175, 0.226], [3.805, 0.039, -0.185], [4.730, 0.964, -0.373], [-4.579, 1.492, 0.606], [-4.385, -0.188, 0.379], [-4.398, 0.651, -0.979], [1.645, -1.535, 1.045], [2.307, -1.814, -0.609], [0.791, -0.866, -0.472], [-0.413, 0.754, 0.607], [4.291, -0.890, -0.530]], "total_charge": -1, "homo_lumo_gap_ev": 5.54, "lumo_ha": 0.1099, "e_above_lowest_kcal_mol": 105.4, "total_energy_ev": -8846.66323}


{"formula": "C5H8NO", "method": "ωB97M-V with the def2-TZVPD basis set", "elements": ["C", "C", "C", "C", "O", "C", "N", "H", "H", "H", "H", "H", "H", "H", "H"], "xyz": [[-1.867, -1.035, -0.097], [-0.808, -0.290, 0.253], [0.165, -0.739, 1.304], [-0.608, 1.129, -0.234], [0.833, 1.619, -0.533], [1.709, 0.980, -1.029], [2.623, 0.357, -1.388], [-2.027, -1.989, 0.368], [-2.591, -0.717, -0.828], [1.196, -0.681, 0.954], [-0.033, -1.766, 1.589], [0.081, -0.117, 2.195], [-0.885, 1.839, 0.551], [-1.170, 1.349, -1.144], [3.383, 0.060, -1.960]], "total_charge": 1, "homo_lumo_gap_ev": 10.22, "lumo_ha": -0.1421, "e_above_lowest_kcal_mol": 43.8, "total_energy_ev": -8842.86006}


{"formula": "C5H8NO2", "method": "ωB97M-V with the def2-TZVPD basis set", "elements": ["O", "C", "O", "C", "C", "C", "C", "N", "H", "H", "H", "H", "H", "H", "H", "H"], "xyz": [[2.036, 3.644, -2.100], [1.327, 2.937, -1.342], [0.546, 3.237, -0.412], [-0.040, 0.407, 0.126], [-0.883, -0.833, -0.120], [-0.331, -2.016, 0.553], [-1.371, -1.944, 1.497], [0.837, -2.698, 0.464], [-0.142, 0.930, 1.086], [-0.185, 1.098, -0.682], [-1.730, -1.088, -0.775], [1.029, 0.116, 0.130], [-2.379, -1.667, 1.120], [-1.330, -1.481, 2.465], [1.295, -2.429, -0.357], [1.322, 1.786, -1.652]], "total_charge": -1, "homo_lumo_gap_ev": 7.21, "lumo_ha": 0.1121, "e_above_lowest_kcal_mol": 94.8, "total_energy_ev": -10897.16972}


{"formula": "C5H8NO2", "method": "ωB97M-V with the def2-TZVPD basis set", "elements": ["N", "C", "C", "C", "C", "O", "C", "O", "H", "H", "H", "H", "H", "H", "H", "H"], "xyz": [[0.729, 0.284, -2.075], [0.340, 0.291, -0.870], [1.085, 0.694, 0.403], [0.509, 0.293, 1.797], [-0.562, -0.440, 1.928], [-1.304, -0.911, 1.016], [-1.096, -0.218, -0.469], [-1.531, -1.133, -1.439], [1.803, 0.389, -2.302], [0.149, 0.004, -2.844], [1.321, 1.825, 0.528], [2.134, 0.347, 0.255], [1.094, 0.574, 2.625], [-0.848, -0.804, 2.860], [-1.758, 0.600, -0.425], [-2.069, -1.793, -0.988]], "total_charge": 1, "homo_lumo_gap_ev": 7.69, "lumo_ha": -0.1919, "e_above_lowest_kcal_mol": 50.7, "total_energy_ev": -10890.30968}


{"formula": "C5H8NO2", "method": "ωB97M-V with the def2-TZVPD basis set", "elements": ["C", "C", "C", "C", "N", "C", "O", "O", "H", "H", "H", "H", "H", "H", "H", "H"], "xyz": [[-2.044, 0.753, 0.576], [-0.757, 0.113, 0.280], [-0.132, -0.965, 0.705], [1.306, -0.935, 0.308], [1.112, -0.546, -1.193], [0.426, 0.740, -0.698], [1.364, 1.264, 0.146], [1.976, 0.120, 0.761], [-2.364, 1.368, -0.246], [-1.988, 1.352, 1.402], [-2.695, -0.013, 0.876], [-0.645, -1.639, 1.546], [1.826, -1.846, 0.502], [1.992, -0.194, -1.815], [0.479, -1.147, -1.763], [0.145, 1.576, -1.387]], "total_charge": 1, "homo_lumo_gap_ev": 11.12, "lumo_ha": -0.1343, "e_above_lowest_kcal_mol": 108.6, "total_energy_ev": -10887.80009}